Entry 1:
This record from the Open Molecules 2025 dataset describes a cluster of 2 separate species, C6H10Br3N in total in a non-equilibrium geometry. The level of theory is ωB97M-V/def2-TZVPD.

```
! RIJCOSX wB97M-V def2-TZVPD def2/J DEFGRID3
* xyz 0 1
C -1.48 -1.19 -0.28
C -0.36 -2.09 -0.01
C -1.57 0.03 0.71
C 0.97 -1.73 -0.70
C -0.35 0.93 0.96
C 0.83 0.92 0.33
N 1.20 -0.10 -0.66
Br 2.34 2.23 0.79
Br 2.46 0.43 -1.93
Br 1.21 5.78 -0.47
H -1.39 -0.80 -1.32
H -2.45 -1.65 -0.12
H 0.06 -1.91 0.99
H -0.57 -3.22 -0.16
H -2.51 0.58 0.34
H -1.86 -0.40 1.84
H 1.87 -2.03 -0.18
H 1.00 -2.00 -1.71
H 1.03 4.49 -0.09
H -0.44 1.71 1.65
*
```

The value obtained for the lowest unoccupied orbital energy is 0.20 eV. The gap between HOMO and LUMO comes out at 8.460 eV. Its electronic energy is -217998.41430 eV. As for the SMILES: BrC1=CCCCCN1Br.Br. As for the largest force on an atom: 3.8 eV/A.

Atom charges from the Mulliken analysis, given in e for atoms 1 to 2:
1 C -0.625
2 C -0.550


Entry 2:
This record from the Open Molecules 2025 dataset describes a cluster of 2 separate species, C6H14O in total. The level of theory is ωB97M-V/def2-TZVPD.

```
! RIJCOSX wB97M-V def2-TZVPD def2/J DEFGRID3
* xyz 0 1
C -0.83 1.94 -1.85
C 1.60 2.02 1.04
C 0.67 1.15 1.43
C 0.83 -0.34 1.37
C -0.14 -0.98 0.39
O 0.01 -2.38 0.48
C -0.82 -3.05 -0.44
H -0.96 2.95 -2.27
H -1.80 1.54 -1.58
H -0.36 1.30 -2.61
H 2.57 1.68 0.66
H 1.44 3.09 1.11
H -0.27 1.54 1.81
H -0.22 1.97 -0.95
H 0.63 -0.77 2.36
H 1.85 -0.62 1.09
H -1.17 -0.67 0.62
H 0.09 -0.64 -0.64
H -1.88 -2.81 -0.26
H -0.67 -4.12 -0.30
H -0.57 -2.79 -1.48
*
```

The value obtained for the lowest unoccupied orbital energy is 1.04 eV. The gap between HOMO and LUMO comes out at 10.803 eV. Its electronic energy is -8495.25871 eV. As for the SMILES: C=CCCOC.C. As for the largest force on an atom: 0.3 eV/A.

Atom charges from the Mulliken analysis, given in e for atoms 1 to 2:
1 C -0.796
2 C -0.730


Entry 3:
This record from the Open Molecules 2025 dataset describes a structure of composition C28H27BrF6MnN4O4S in a non-equilibrium geometry. The level of theory is ωB97M-V/def2-TZVPD.

```
! RIJCOSX wB97M-V def2-TZVPD def2/J DEFGRID3
* xyz 1 5
Mn -1.27 1.95 -1.18
C -4.68 1.21 -5.44
C -4.15 2.15 -4.40
C -4.49 3.49 -4.37
C -3.95 4.34 -3.41
C -3.08 3.79 -2.50
Br -2.26 4.83 -1.16
N -2.75 2.50 -2.50
C -3.27 1.69 -3.43
H -5.48 1.67 -6.02
H -5.07 0.29 -4.99
H -3.89 0.92 -6.13
H -5.17 3.90 -5.11
H -4.19 5.39 -3.37
H -2.94 0.66 -3.38
C 4.07 -6.12 7.38
O 4.65 -4.89 6.98
C 4.25 -4.33 5.82
C 3.26 -4.87 4.99
C 2.93 -4.22 3.82
C 3.57 -3.03 3.45
C 4.57 -2.52 4.29
C 4.90 -3.15 5.46
N 3.27 -2.29 2.30
N 2.44 -2.80 1.53
C 1.54 -2.00 0.83
C 0.74 -2.67 -0.06
C -0.22 -2.04 -0.87
C -0.42 -0.69 -0.81
O -1.30 -0.02 -1.56
C 0.37 0.03 0.11
N 0.13 1.37 0.16
C 0.83 2.14 0.94
C 1.83 1.63 1.78
C 2.08 0.29 1.78
C 1.36 -0.58 0.93
H 4.54 -6.39 8.31
H 4.25 -6.90 6.63
H 2.99 -6.01 7.53
H 2.76 -5.79 5.25
H 2.17 -4.63 3.17
H 5.07 -1.61 3.98
H 5.67 -2.77 6.11
H 0.90 -3.74 -0.13
H -0.81 -2.62 -1.57
H 0.61 3.20 0.91
H 2.40 2.30 2.41
H 2.85 -0.12 2.41
C -3.86 -0.56 0.32
S -2.78 0.61 1.14
C -3.89 1.22 2.39
O -2.71 1.80 0.17
H -4.05 -1.38 1.01
H -3.32 -0.91 -0.55
H -4.78 -0.05 0.04
H -4.13 0.40 3.07
H -4.79 1.61 1.92
H -3.37 2.00 2.94
C 1.62 1.06 -2.92
C 0.87 2.35 -3.21
O -0.06 2.71 -2.24
C 1.88 3.53 -3.24
F 1.29 4.68 -3.57
F 2.87 3.31 -4.11
F 2.42 3.68 -2.03
C 0.13 2.23 -4.56
F 0.96 2.09 -5.59
F -0.67 3.27 -4.80
F -0.66 1.13 -4.53
H 2.15 1.16 -1.97
H 2.35 0.85 -3.70
H 0.91 0.24 -2.86
*
```

The value obtained for the lowest unoccupied orbital energy (alpha / beta) is -3.59 / -3.28 eV. The gap between HOMO and LUMO (alpha / beta) comes out at 5.942 / 6.269 eV. As for the expectation value of S²: 6.0404. Its electronic energy is -172123.22448 eV. As for the largest force on an atom: 1.6 eV/A.

Atom charges from the Mulliken analysis, given in e for atoms 1 to 2:
1 Mn 0.084
2 C -1.389


Entry 4:
This record from the Open Molecules 2025 dataset describes an isolated molecule of C2H2Cl2N2O2 in a non-equilibrium geometry. The level of theory is ωB97M-V/def2-TZVPD.

```
! RIJCOSX wB97M-V def2-TZVPD def2/J DEFGRID3
* xyz 0 1
Cl 1.58 -0.79 1.48
Cl -1.57 0.76 -1.30
N 0.40 1.55 0.70
N -0.48 -1.60 -0.68
O 1.33 2.11 1.64
O -1.40 -1.98 -1.64
C 0.46 0.23 0.57
C -0.49 -0.32 -0.40
H 1.65 2.98 1.35
H -1.47 -2.93 -1.73
*
```

The value obtained for the lowest unoccupied orbital energy is -0.21 eV. The gap between HOMO and LUMO comes out at 9.560 eV. Its electronic energy is -34222.47820 eV. As for the SMILES: O/N=C(Cl)/C(Cl)=N/O. As for the largest force on an atom: 3.7 eV/A.

Atom charges from the Mulliken analysis, given in e for atoms 1 to 2:
1 Cl -0.115
2 Cl -0.135


Entry 5:
This record from the Open Molecules 2025 dataset describes a cluster of 7 separate species, C14H26N2O8 in total in a non-equilibrium geometry. The level of theory is ωB97M-V/def2-TZVPD.

```
! RIJCOSX wB97M-V def2-TZVPD def2/J DEFGRID3
* xyz 0 1
C 1.94 -3.28 0.10
C 2.49 -2.36 0.62
C 2.78 -1.11 1.30
C 2.26 0.08 0.54
C 3.11 1.02 0.03
C 2.62 2.13 -0.68
C 1.29 2.25 -0.87
C 0.38 1.30 -0.40
N -0.96 1.47 -0.66
C -1.73 0.55 -0.16
C -1.26 -0.53 0.62
O -2.10 -1.46 1.11
C -3.37 -0.98 1.58
C -4.52 -1.35 0.61
C -4.10 -2.35 -0.45
O -5.13 -0.20 0.01
N 0.01 -0.70 0.87
C 0.86 0.22 0.33
H 1.50 -4.04 -0.48
H 2.38 -1.11 2.31
H 3.86 -1.02 1.32
H 4.17 0.88 0.20
H 3.33 2.85 -1.05
H 0.92 3.11 -1.40
H -2.79 0.63 -0.35
H -3.35 0.07 1.83
H -3.56 -1.51 2.51
H -5.30 -1.84 1.18
H -3.76 -3.25 0.05
H -3.32 -1.95 -1.09
H -4.94 -2.58 -1.09
H -4.82 -0.17 -0.90
O 3.89 -2.05 4.02
H 3.14 -2.65 4.09
H 4.27 -2.04 4.90
O 3.54 0.15 -3.19
H 3.43 0.36 -2.25
H 2.98 0.80 -3.63
O 3.57 -0.95 -6.18
H 4.39 -0.93 -6.69
H 3.83 -0.66 -5.30
O 0.05 4.19 -3.36
H -0.60 3.73 -2.82
H -0.47 4.75 -3.94
O -3.62 2.45 2.21
H -4.24 3.18 2.12
H -2.81 2.78 1.82
O 0.02 0.44 3.85
H -0.45 1.22 4.15
H -0.22 0.35 2.92
*
```

The value obtained for the lowest unoccupied orbital energy is -0.41 eV. The gap between HOMO and LUMO comes out at 8.696 eV. Its electronic energy is -34297.71704 eV. As for the SMILES: C#CCc1cccc2ncc(OC[C@H](C)O)nc12.O.O.O.O.O.O. As for the largest force on an atom: 1.2 eV/A.

Atom charges from the Mulliken analysis, given in e for atoms 1 to 2:
1 C -0.085
2 C -0.532


Entry 6:
This record from the Open Molecules 2025 dataset describes an isolated molecule of C3H5N3S in a non-equilibrium geometry. The level of theory is ωB97M-V/def2-TZVPD.

```
! RIJCOSX wB97M-V def2-TZVPD def2/J DEFGRID3
* xyz 0 1
C 1.15 0.02 1.49
C -1.01 -0.03 -1.01
C -1.69 -0.25 -2.26
H 0.78 -1.70 2.23
H 1.61 0.53 2.36
H 1.21 1.91 0.66
H -1.51 0.76 -0.45
H -1.08 -0.88 -0.32
N 0.76 -1.17 1.36
N 1.11 0.90 0.45
N -2.12 -0.51 -3.33
S 0.80 0.43 -1.17
*
```

The value obtained for the lowest unoccupied orbital energy is 0.47 eV. The gap between HOMO and LUMO comes out at 9.977 eV. Its electronic energy is -18496.39421 eV. As for the SMILES: [H]/N=C/NSCC#N. As for the largest force on an atom: 2.8 eV/A.

Atom charges from the Mulliken analysis, given in e for atoms 1 to 2:
1 C 0.134
2 C -0.401